Model i:
Here is a 15-piece molecular cluster, C5H42N2O14 overall from the OMol25 dataset. Energies are from the ωB97M-V functional and the def2-TZVPD basis.

Each line ends with the Mulliken charge.
Positions of all 63 atoms, in Å:
N1 0.76917 1.34890 -0.37965  0.07
C1 -0.63061 3.72342 -1.74025  -1.46
C2 -1.27049 2.35694 -1.54692  -0.40
C3 -0.36773 1.13859 -1.35476  0.52
C4 -1.02527 -0.21277 -0.90195  -0.15
N2 -0.49107 -1.31801 -1.69433  -0.28
C5 -0.98946 -1.23549 -3.06451  -1.05
H1 0.37339 1.81319 0.42697  -0.09
H2 1.56424 1.85923 -0.74164  0.26
H3 -0.46877 3.93922 -2.80220  0.29
H4 -1.26724 4.50348 -1.30659  0.43
H5 0.23648 3.93612 -1.11153  0.33
H6 -1.99891 2.44444 -0.73792  0.14
H7 -1.92825 2.00757 -2.34104  0.49
H8 0.09281 0.95123 -2.33159  -0.16
H9 -0.65536 -0.26737 0.12676  -0.39
H10 -2.11622 -0.26824 -0.80093  0.68
H11 0.52451 -1.31919 -1.68267  0.17
H12 -2.09084 -1.23559 -2.96923  0.31
H13 -0.82888 -0.29215 -3.62123  0.27
H14 -0.63703 -2.04933 -3.69097  0.40
H15 -1.80531 -1.58983 3.72315  0.29
H16 -2.75723 -2.25460 2.68488  0.31
O1 -2.71967 -1.65941 3.43841  -0.66
H17 -3.11178 0.31726 1.04623  0.28
H18 -4.11035 0.59840 -0.00437  0.23
O2 -3.21534 0.84443 0.24175  -0.60
H19 -0.99976 2.51277 1.92112  0.31
H20 -2.51741 2.14590 1.61743  0.40
O3 -1.89471 2.52667 2.26295  -0.74
H21 2.67358 -3.45741 -0.66305  0.29
H22 3.32164 -2.70581 -1.94975  0.28
O4 3.25222 -2.76467 -0.99817  -0.60
H23 -0.13412 0.57169 2.12444  0.12
H24 -1.61625 0.57054 2.55441  0.34
O5 -0.77229 0.11672 2.68335  -0.56
H25 -3.69858 -2.47490 -0.14008  0.31
H26 -5.03597 -1.76836 -0.21286  0.24
O6 -4.10672 -1.59140 -0.00531  -0.53
H27 0.15488 -1.80416 2.33335  0.22
H28 1.63582 -1.73245 2.28914  0.44
O7 0.92455 -2.38878 2.42205  -0.67
H29 1.16576 -3.93070 1.39516  0.36
H30 0.13316 -4.92577 1.49286  0.28
O8 0.67975 -4.53988 0.79523  -0.64
H31 -0.04545 3.08919 4.26089  0.31
H32 1.45300 2.55429 3.91113  0.31
O9 0.67832 2.49538 4.46556  -0.61
H33 1.77061 -0.37998 0.50865  0.29
H34 3.15840 -0.55050 1.30395  0.18
O10 2.28029 -0.18305 1.30386  -0.61
H35 1.87505 1.76216 -3.37742  0.29
H36 3.02590 2.08178 -2.50237  0.32
O11 2.68355 1.34462 -3.04857  -0.60
H37 -1.37055 -2.48488 -0.31738  0.43
H38 -1.72921 -3.77263 0.47477  0.18
O12 -2.00485 -2.86744 0.32382  -0.49
H39 4.25457 1.71831 -0.14546  0.33
H40 4.60653 2.14006 -1.50906  0.34
O13 3.93497 2.33488 -0.84199  -0.71
H41 4.66033 -0.92371 0.13040  0.26
H42 4.01404 -0.58375 -1.22580  0.30
O14 4.51421 -0.21518 -0.50113  -0.58

**LUMO**: 0.1 eV
**Gap between HOMO and LUMO**: 0.3372 hartree
**M**: 354.39 g/mol

---

Model ii:
Here is a 15-piece molecular cluster, C5H42N2O14 overall from the OMol25 dataset. Energies are from the ωB97M-V functional and the def2-TZVPD basis.

Each line ends with the Mulliken charge.
Positions of all 63 atoms, in Å:
C1 -1.89473 1.60650 -2.99965  -1.80
C2 -1.68568 0.84185 -1.68998  0.29
C3 -0.30421 0.12697 -1.44083  1.06
C4 -0.30961 -0.64819 -0.04945  -0.62
N1 1.12261 -0.72478 0.65122  0.94
C5 1.21797 -1.37742 1.93129  -1.18
N2 0.86667 -2.90528 1.93577  -0.60
H1 -2.24978 1.04387 -3.77870  0.45
H2 -1.01720 2.14060 -3.35757  0.40
H3 -2.82751 2.22054 -2.75298  0.34
H4 -2.48939 0.16068 -1.64916  0.17
H5 -1.72366 1.53509 -0.71345  0.21
H6 -0.17306 -0.54622 -2.32728  0.01
H7 0.55478 0.79978 -1.37323  -0.67
H8 -0.84412 -1.60688 -0.19950  -0.30
H9 -1.04128 -0.19360 0.60875  0.56
H10 1.65258 -1.30235 -0.01291  0.11
H11 2.24784 -1.33551 2.31853  0.37
H12 0.44153 -1.00340 2.63403  0.41
H13 0.10696 -3.09679 1.33079  0.38
H14 1.71298 -3.36577 1.47904  0.29
H15 -3.73975 -2.61466 -0.21356  0.29
H16 -2.49855 -2.60869 0.89295  0.40
O1 -2.80935 -2.72276 -0.05793  -0.73
H17 2.28619 -0.32498 -2.31874  0.22
H18 3.38346 0.54689 -1.42172  0.20
O2 2.51934 0.49984 -1.82190  -0.47
H19 -3.95681 0.22281 2.52209  0.33
H20 -2.81607 0.99044 3.26021  0.49
O3 -3.47668 0.10409 3.23765  -0.72
H21 1.37138 1.15343 1.18295  0.25
H22 2.14355 2.55467 0.73452  0.27
O4 1.95934 1.92176 1.42805  -0.68
H23 -1.44653 -1.92320 3.07013  0.26
H24 -2.68581 -1.03340 2.54014  0.39
O5 -2.08744 -1.78411 2.31091  -0.69
H25 2.07814 2.19870 -1.88509  0.20
H26 2.84524 3.39693 -2.01345  0.30
O6 1.94568 3.15008 -1.72506  -0.63
H27 4.43535 -1.11077 0.13197  0.23
H28 4.24012 0.04530 1.09827  0.42
O7 4.39699 -0.22479 0.16852  -0.64
H29 -2.73306 2.86773 2.44023  0.29
H30 -1.18333 2.72274 2.73362  0.35
O8 -2.04143 2.62433 3.01497  -0.66
H31 -3.62934 -0.41995 -0.26569  0.20
H32 -4.32251 1.00998 -0.25221  0.36
O9 -4.42433 0.08473 -0.06302  -0.67
H33 0.13545 -4.79520 -0.56863  0.25
H34 -0.71092 -3.74244 -0.17557  0.23
O10 0.11934 -3.86817 -0.54553  -0.63
H35 3.43075 1.26341 2.81399  0.27
H36 2.52754 -0.00082 2.69554  0.30
O11 3.41644 0.33676 2.49965  -0.73
H37 1.10714 -2.21935 -3.06807  0.26
H38 0.83441 -2.82800 -1.53749  0.41
O12 1.41938 -2.41813 -2.24981  -0.66
H39 0.36880 4.15943 1.42685  0.28
H40 -0.02603 2.97589 0.47888  0.27
O13 -0.30626 3.54171 1.16208  -0.61
H41 0.77926 1.20472 -3.87358  0.31
H42 2.33056 1.24693 -3.91990  0.36
O14 1.45659 1.44645 -4.41199  -0.66

**LUMO**: 0.2 eV
**Gap between HOMO and LUMO**: 0.3431 hartree
**M**: 354.39 g/mol

---

Which of them is the most stable, and which is the least stable? model i and model ii, in that order.

---

Model i:
Here is a 4-piece molecular cluster, C6H16NO3 overall from the OMol25 dataset. Energies are from the ωB97M-V functional and the def2-TZVPD basis.

Each line ends with the Mulliken charge.
Positions of all 26 atoms, in Å:
C1 -3.69483 0.70719 -0.14760  -0.08
O1 -3.35637 -0.21975 -0.87166  -0.52
C2 2.47186 -0.35180 0.93555  -0.65
C3 2.12107 0.46232 -0.48144  -0.26
C4 1.90290 -0.64546 -1.60536  -0.85
C5 -0.58354 -1.03757 -1.41154  -0.53
C6 0.51787 -1.06536 -2.15933  0.08
N1 1.20093 -0.78862 1.55156  -0.81
H1 -4.65139 0.75079 0.35678  0.27
H2 -2.98216 1.51062 -0.13860  0.23
H3 2.97139 0.17887 1.77535  0.32
H4 1.07752 0.76188 -0.43620  0.09
H5 2.91964 1.28858 -0.50253  0.31
H6 2.48928 -1.48727 -1.18412  0.24
H7 2.65074 -0.62978 -2.34319  0.55
H8 -0.62504 -0.71167 -0.39310  -0.07
H9 -1.66781 -1.25218 -1.66843  0.20
H10 0.53568 -1.41044 -3.21542  0.27
H11 0.56677 0.00202 1.58022  0.34
H12 0.65184 -1.38790 0.95190  0.36
H13 -0.63978 2.33397 1.68509  0.13
H14 -1.82842 1.36246 1.31279  0.46
O2 -0.47457 1.64844 1.07493  -0.93
H15 3.10303 -1.19676 0.78861  0.41
H16 -2.06672 0.35407 2.56644  0.23
O3 -2.60990 0.82336 1.97932  -0.79

**Charge**: -1
**LUMO**: 3.8 eV
**Gap between HOMO and LUMO**: 0.3028 hartree
**M**: 150.20 g/mol

---

Model ii:
Here is a 3-piece molecular cluster, C6H16NO3 overall from the OMol25 dataset. Energies are from the ωB97M-V functional and the def2-TZVPD basis.

Each line ends with the Mulliken charge.
Positions of all 26 atoms, in Å:
C1 -0.15051 0.83521 1.79643  -0.51
O1 -1.53258 0.69463 1.88854  -0.66
C2 0.26989 1.79229 0.65746  -0.42
C3 0.88490 1.15176 -0.62049  -0.58
C4 2.03150 0.23008 -0.49488  0.57
C5 3.31678 0.56998 -0.31720  -1.20
C6 0.41298 -1.82678 -0.33113  -0.43
N1 1.74674 -1.14695 -0.55692  -0.25
H1 0.38969 -0.10548 1.69266  0.23
H2 0.15814 1.31116 2.72994  0.29
H3 0.87914 2.64265 0.99510  0.37
H4 -0.66960 2.24570 0.32389  0.33
H5 0.04026 0.60911 -1.07551  0.19
H6 0.96171 1.97133 -1.33808  0.36
H7 4.05438 -0.21072 -0.14119  0.24
H8 3.72983 1.56262 -0.19581  0.30
H9 0.26894 -2.30402 -1.29676  0.33
H10 0.53140 -2.46828 0.55521  0.26
H11 -0.35083 -1.12310 -0.06657  -0.08
H12 2.52890 -1.77112 -0.46516  0.18
H13 -2.81561 -1.41518 0.50630  0.23
H14 -2.04498 0.08654 1.22221  0.40
O2 -3.03072 -0.52087 0.20787  -1.02
H15 -2.48909 -0.45358 -2.77833  0.22
H16 -2.66626 -0.58646 -1.13515  0.40
O3 -2.44234 -1.11047 -2.08467  -0.76

**Charge**: -1
**LUMO**: 3.6 eV
**Gap between HOMO and LUMO**: 0.3020 hartree
**M**: 150.20 g/mol

---

Which of them is the most stable, and which is the least stable? model ii and model i, in that order.

---

Model i:
Here is a 2-piece molecular cluster, C2HNOS overall from the OMol25 dataset. Energies are from the ωB97M-V functional and the def2-TZVPD basis.

Each line ends with the Mulliken charge.
Positions of all 6 atoms, in Å:
C1 1.10751 -1.08823 0.89735  0.02
C2 -0.61117 0.45217 -1.31937  0.54
N1 -0.73492 0.56853 -0.13941  -0.42
O1 -0.69197 0.26884 -2.45447  -0.40
S1 1.09169 -1.11431 2.42275  -0.05
H1 -0.16113 0.91299 0.59316  0.31

**LUMO**: -0.4 eV
**Gap between HOMO and LUMO**: 0.3741 hartree
**M**: 87.10 g/mol

---

Model ii:
Here is one molecule with the formula C2HNOS from the OMol25 dataset. Energies are from the ωB97M-V functional and the def2-TZVPD basis.

Each line ends with the Mulliken charge.
Positions of all 6 atoms, in Å:
C1 -1.21112 -0.67795 0.05025  0.24
C2 -0.08307 0.21761 0.08883  -0.17
N1 -2.09899 -1.37676 -0.03326  -0.29
O1 2.38747 0.86350 0.02949  -0.47
S1 1.45486 -0.32499 -0.04841  0.41
H1 -0.44916 1.29860 -0.08691  0.29

**LUMO**: -1.8 eV
**Gap between HOMO and LUMO**: 0.3169 hartree
**M**: 87.10 g/mol

---

Model iii:
Here is a 2-piece molecular cluster, C2HNOS overall from the OMol25 dataset. Energies are from the ωB97M-V functional and the def2-TZVPD basis.

Each line ends with the Mulliken charge.
Positions of all 6 atoms, in Å:
O1 0.73459 0.53910 0.77168  -0.35
C1 1.14706 -0.28152 1.47693  0.66
S1 1.73869 -1.29500 2.47925  -0.32
C2 -1.15143 0.30483 -1.65782  0.09
N1 -1.14148 1.46334 -1.58072  -0.35
H1 -1.32744 -0.73074 -1.48931  0.27

**LUMO**: 0.6 eV
**Gap between HOMO and LUMO**: 0.4219 hartree
**M**: 87.10 g/mol
**SMILES string**: O=C=S.C#N

---

Which of them is the most stable, and which is the least stable? model iii and model i, in that order.

---

Model i:
Here is a 15-piece molecular cluster, C5H41N2O14 overall from the OMol25 dataset. Energies are from the ωB97M-V functional and the def2-TZVPD basis.

Each line ends with the Mulliken charge.
Positions of all 62 atoms, in Å:
C1 3.38007 -1.68560 1.49507  -1.55
C2 1.94762 -1.25199 1.49856  -0.17
C3 1.29625 -0.89923 0.18847  -0.80
C4 -0.12547 -0.50305 0.36872  0.53
C5 -1.13850 -1.37268 0.18637  -0.57
N1 -2.38276 -1.35469 0.78609  -0.23
N2 -0.41375 0.93164 0.63314  0.86
H1 4.16174 -1.05194 1.04808  0.31
H2 3.52606 -2.69620 1.17556  0.37
H3 3.76339 -1.62013 2.52875  0.41
H4 1.31106 -2.02566 1.96222  0.25
H5 1.78676 -0.40699 2.18378  0.34
H6 1.25472 -1.61661 -0.64451  0.71
H7 1.92632 -0.10510 -0.21930  -0.55
H8 -0.83641 -2.32083 -0.24498  0.49
H9 -3.01687 -2.01708 0.37384  0.26
H10 -2.85874 -0.48581 0.98326  0.23
H11 -0.82597 1.03030 1.56427  0.12
H12 0.45274 1.53118 0.58336  0.01
H13 -0.98330 1.43973 -0.05604  0.27
H14 2.49438 2.09410 -0.87109  0.35
H15 2.29225 3.27896 0.06773  0.23
O1 1.85545 2.46808 -0.22262  -0.82
H16 -3.21216 0.00787 -1.79430  0.28
H17 -4.09150 -1.20065 -1.86869  0.27
O2 -3.17143 -0.95256 -1.73135  -0.53
H18 -1.95516 2.07165 -2.38302  0.33
H19 -2.90446 3.08186 -1.87147  0.29
O3 -2.53178 2.23567 -1.61793  -0.65
H20 -1.24696 -1.19426 3.06701  0.37
H21 -0.78374 -1.97687 4.41649  0.28
O4 -0.72709 -1.18224 3.87138  -0.70
H22 2.91621 -0.37075 -3.57732  0.30
H23 1.99710 -0.49899 -2.46597  0.25
O5 2.90176 -0.19195 -2.61045  -0.53
H24 -1.66915 1.64064 4.52946  0.32
H25 -1.65675 0.12532 4.47437  0.41
O6 -2.27470 0.89758 4.38663  -0.76
H26 3.57999 3.01757 -2.55869  0.34
H27 4.29458 1.66041 -2.15943  0.29
O7 4.02388 2.52673 -1.85725  -0.71
H28 0.71001 2.80858 2.72288  0.37
H29 -0.37340 3.96104 3.04923  0.29
O8 -0.22857 3.02589 2.91038  -0.65
H30 -2.90182 0.90020 2.78121  0.38
H31 -3.07628 2.18880 1.99663  0.25
O9 -3.04801 1.24386 1.86290  -0.70
H32 -2.34865 -4.80128 -0.23106  0.30
H33 -1.31962 -4.89347 -1.28344  0.30
O10 -2.12126 -4.39479 -1.08477  -0.65
H34 0.27905 -3.95715 -3.48732  0.31
H35 -1.09205 -3.95571 -2.84232  0.29
O11 -0.51770 -3.41576 -3.39683  -0.59
H36 -1.13134 2.41067 -4.46273  0.31
H37 -0.09168 1.44650 -4.08237  0.29
O12 -0.45926 2.29119 -3.77836  -0.63
H38 2.23658 2.31862 1.55012  0.49
H39 3.01357 2.61496 2.93485  0.31
O13 2.33733 2.09290 2.49349  -0.60
H40 -1.12576 -1.09541 -4.39009  0.28
H41 -0.38277 -1.29565 -3.16892  0.29
O14 -0.71404 -0.55145 -3.71170  -0.55

**Charge**: +1
**LUMO**: -2.3 eV
**Gap between HOMO and LUMO**: 0.3153 hartree
**M**: 353.38 g/mol

---

Model ii:
Here is a 14-piece molecular cluster, C5H41N2O14 overall from the OMol25 dataset. Energies are from the ωB97M-V functional and the def2-TZVPD basis.

Each line ends with the Mulliken charge.
Positions of all 62 atoms, in Å:
N1 0.40087 0.57822 -1.47677  0.49
C1 -0.25480 0.05565 -0.21402  0.37
C2 -1.07078 -1.21227 -0.50328  0.13
O1 -0.26146 -2.38763 -0.74848  -0.51
C3 -0.99569 1.21468 0.46144  -0.59
N2 -1.28021 1.03056 1.87724  0.41
C4 -1.28445 2.25607 2.70402  -1.15
C5 -2.48184 0.21090 2.13306  -0.90
H1 -0.14606 0.46036 -2.36517  0.43
H2 0.78199 1.54485 -1.53223  0.33
H3 1.29117 0.09426 -1.67687  0.29
H4 0.53683 -0.29281 0.52964  -0.24
H5 -1.79233 -1.33042 0.31716  -0.19
H6 -1.53874 -1.12487 -1.55855  0.10
H7 -0.40743 -2.88529 0.06436  0.35
H8 -1.92282 1.51934 -0.07718  0.17
H9 -0.40735 2.15575 0.43467  -0.60
H10 -2.19557 2.94444 2.70770  0.31
H11 -1.25091 1.85288 3.68828  0.46
H12 -0.39256 2.90407 2.56736  0.33
H13 -3.09317 0.08307 1.24862  0.40
H14 -2.25581 -0.76540 2.56234  0.20
H15 -3.10465 0.66985 2.96811  0.35
H16 1.71517 -1.88376 -3.15422  0.30
H17 1.81017 -1.79233 -4.68264  0.30
O2 2.00069 -1.30501 -3.86875  -0.60
H18 -2.58832 -0.86278 -4.73829  0.28
H19 -1.11614 -0.40440 -5.10408  0.30
O3 -1.68962 -0.76972 -4.42415  -0.57
H20 1.07224 3.46897 -3.85898  0.28
H21 -0.38662 3.23583 -3.22504  0.36
O4 0.53655 2.87295 -3.29795  -0.65
H22 1.37464 -1.91714 1.77072  0.52
H23 2.94270 -2.56913 1.60298  0.25
O5 2.03057 -2.52023 1.33337  -0.68
H24 1.71526 -1.68699 -0.23531  0.38
H25 2.94144 -1.54735 -1.28502  0.25
O6 2.22567 -1.05960 -0.81782  -0.62
H26 -1.71458 4.44324 -1.93469  0.33
H27 -2.41498 3.07726 -2.07229  0.29
O7 -1.55531 3.45426 -1.83922  -0.57
H28 -0.03964 -0.27651 2.54856  0.39
H29 1.43008 -0.58600 3.09596  0.31
O8 0.58159 -1.00561 2.91883  -0.77
H30 -0.32628 4.65767 0.71325  0.35
H31 0.55112 4.16651 -0.29843  0.31
O9 0.47537 4.95657 0.26179  -0.63
H32 -4.49541 -3.01290 0.72913  0.27
H33 -3.03164 -2.94109 1.45860  0.40
O10 -3.74154 -2.47992 0.98555  -0.62
H34 -0.76128 -3.62252 2.22357  0.30
H35 -1.72835 -3.52395 3.42853  0.27
O11 -1.63096 -3.27478 2.49891  -0.60
H36 1.61901 -4.23058 2.95071  0.28
H37 0.70117 -5.02935 1.94312  0.30
O12 0.74163 -4.30764 2.58344  -0.65
H38 2.25845 2.82775 0.61256  0.32
H39 2.28124 1.26992 0.30460  0.23
O13 1.73294 2.04237 0.44198  -0.54
H40 3.87424 1.88080 -0.91881  0.28
H41 5.13087 2.06569 -0.27592  0.29
O14 4.19234 2.22462 -0.07382  -0.61

**Charge**: +1
**LUMO**: -2.4 eV
**Gap between HOMO and LUMO**: 0.3396 hartree
**M**: 353.38 g/mol

---

Which of them is the most stable, and which is the least stable? model i and model ii, in that order.